Here is 2 unconnected molecules or ions with the total composition C7H13NO2S at a distorted geometry from OMol25. Energies are from ωB97M-V/def2-TZVPD.

As for the total energy: -23887.17200 eV. As for the lowest unoccupied orbital energy: 0.4 eV. As for the relative energy (zero: lowest compared OMol25 entry of this formula, charge and spin): 323.34 kJ/mol. The frontier orbital gap comes out at 7.469 eV.

The geometry in ORCA input format:
```
! RIJCOSX wB97M-V def2-TZVPD def2/J DEFGRID3
* xyz 0 1
H -2.714 -0.006 -2.156
C -1.630 -0.092 -1.950
H 0.101 1.809 1.503
C -2.783 -1.468 0.704
H -1.293 -1.208 -2.116
C -1.530 0.337 -0.513
O -2.917 -0.848 1.686
H -1.090 0.447 1.750
S -2.158 2.025 -0.257
H -3.231 1.526 0.240
H 0.724 -0.547 2.611
C -0.071 0.832 1.372
H 0.475 1.151 -0.647
O -3.022 -2.170 -0.173
C 1.842 -0.581 0.789
H -0.060 -1.599 0.035
H 1.856 0.868 2.463
C 0.661 -0.741 -0.210
H -1.097 0.572 -2.551
H 2.462 0.173 0.333
H 1.019 -0.821 -1.347
N -0.074 0.474 -0.097
H 2.223 -1.473 1.195
C 1.131 0.142 1.946
*
```

***

Here is a molecular structure, C22H29N9O3PdS2 from OMol25. Energies are from ωB97M-V/def2-TZVPD.

As for the total energy: -67984.12699 eV. As for the lowest unoccupied orbital energy: 3.9 eV. As for the relative energy (zero: lowest compared OMol25 entry of this formula, charge and spin): 148.35 kJ/mol. The frontier orbital gap comes out at 3.496 eV.

The geometry in ORCA input format:
```
! RIJCOSX wB97M-V def2-TZVPD def2/J DEFGRID3
* xyz -2 1
N 2.666 -5.669 0.089
N 5.384 -1.937 -0.788
C -4.268 0.127 -0.532
C 4.693 3.228 -0.015
C 2.662 -4.358 -0.146
O -2.283 -2.710 0.186
N 1.459 -3.814 -0.027
C 3.521 4.247 -2.314
H -1.908 -1.500 2.558
H -6.993 2.773 0.261
H 4.664 -4.318 -0.417
H -4.602 3.439 0.157
H 1.947 2.794 -1.931
H -1.646 -3.129 -3.048
H -0.019 3.544 2.179
H -0.841 -2.781 3.171
H -1.370 -4.247 -0.842
C -4.892 2.408 -0.011
C -1.873 1.507 1.336
C -2.153 -3.495 -0.984
H -3.484 -0.593 -0.754
C -3.931 1.452 -0.289
H -0.368 -1.919 1.699
H -2.802 -3.771 1.879
N 5.230 -0.601 -0.935
H 0.065 0.661 1.133
H 2.005 2.069 2.695
H -2.424 2.300 1.859
N 1.379 -5.949 0.369
N 3.969 -0.303 -0.904
C 0.358 2.769 1.501
C -5.608 -0.237 -0.473
H -0.362 1.168 2.767
H -2.347 0.544 1.538
H 2.387 3.530 1.775
H -7.626 0.418 -0.152
C 5.329 4.233 -0.728
H -1.189 -4.148 1.204
Pd 0.673 -1.448 -0.160
C -6.231 2.033 0.046
H 5.240 5.529 -2.437
O -1.566 0.825 -1.255
N 3.855 -3.730 -0.499
H 6.296 4.597 -0.401
S 2.624 1.478 0.479
H -2.548 -1.802 -2.273
C 3.465 2.757 -0.449
C -1.781 -2.564 -2.120
H -5.884 -1.269 -0.651
H -3.101 -4.023 -1.197
C -6.583 0.711 -0.187
C 1.846 2.585 1.744
N 0.668 -4.869 0.302
H 0.197 3.134 0.483
H 3.073 4.631 -3.223
O 1.457 1.075 -0.367
N 3.231 -1.416 -0.722
H -0.847 -2.043 -1.867
S -2.179 1.871 -0.405
C -1.233 -2.311 2.264
H 5.161 2.788 0.858
C 4.131 -2.379 -0.661
C 4.739 4.750 -1.876
C 2.879 3.240 -1.605
C -1.904 -3.343 1.400
C -0.407 1.462 1.712
*
```

***

Here is C3H3F in the gas phase at a distorted geometry from OMol25. Energies are from ωB97M-V/def2-TZVPD.

As for the total energy: -5868.70966 eV. As for the lowest unoccupied orbital energy (alpha / beta): 1.2 / -2.9 eV. As for the relative energy (zero: lowest compared OMol25 entry of this formula, charge and spin): 284.17 kJ/mol. The frontier orbital gap (alpha / beta) comes out at 6.332 / 7.248 eV.

The geometry in ORCA input format:
```
! RIJCOSX wB97M-V def2-TZVPD def2/J DEFGRID3
* xyz 0 3
F 0.232 -1.869 -0.401
H 1.400 0.887 1.064
H -1.727 0.582 0.418
C -0.683 0.362 0.278
C 0.086 -0.470 -0.576
C 0.519 0.562 0.721
H 0.173 -0.055 -1.504
*
```

***

Here is a gas-phase ion, C5H7N4O2S3 (charge -1) at a distorted geometry from OMol25. Energies are from ωB97M-V/def2-TZVPD.

As for the total energy: -47857.43940 eV. As for the lowest unoccupied orbital energy: 2.1 eV. Its structure (SMILES) is O=C([O-])CSN1CS[C@H]2N=[N+]([S-])CN21. The frontier orbital gap comes out at 6.446 eV.

The geometry in ORCA input format:
```
! RIJCOSX wB97M-V def2-TZVPD def2/J DEFGRID3
* xyz -1 1
O -3.250 0.681 -1.696
H 1.515 1.422 1.637
C 1.774 -1.408 0.526
S 1.191 -2.397 -0.974
N 2.925 -0.693 0.238
C -2.414 1.026 -0.906
H 0.724 1.429 0.040
C -2.718 0.546 0.665
N -0.403 -0.566 0.160
S -1.893 -1.074 0.775
C -0.056 -1.083 -1.113
H 0.424 -0.248 -1.666
H 2.055 -2.282 1.210
N 0.709 -0.415 0.957
H -0.996 -1.445 -1.528
O -1.423 1.730 -0.996
N 2.736 0.544 0.179
S 3.668 1.840 -0.180
C 1.352 0.837 0.747
H -3.713 0.347 0.662
H -2.207 1.209 1.262
*
```